This record from OMol25 describes C29H38EuN2O2P3 as an isolated structure in a non-equilibrium geometry. The level of theory is ωB97M-V/def2-TZVPD.

- Frontier orbital gap (alpha / beta): 5.70 / 5.76 eV
- Charge: +1
- Multiplicity: 8
- DFT total energy: -3121.90283 Eh
- ⟨S²⟩: 15.762
- E_HOMO (alpha / beta): -8.31 / -8.37 eV

Each line ends with the Mulliken spin population.
Cartesian coordinates (Å):
Eu 0.180 -1.536 -0.054  6.979
P -2.354 -0.958 -1.320  0.004
C -2.273 -2.541 -2.187  0.006
C -0.977 -3.101 -2.545  -0.011
N 0.273 -2.696 -2.104  -0.012
C 1.374 -2.998 -2.815  0.001
C 1.226 -3.707 -4.009  0.001
C -0.035 -4.165 -4.468  -0.001
C -1.126 -3.919 -3.690  -0.001
C 2.729 -2.578 -2.284  -0.012
P 2.829 -2.153 -0.519  0.030
H -2.110 -4.274 -3.964  0.000
H 2.113 -3.925 -4.620  0.000
H -0.145 -4.724 -5.413  0.000
H 3.490 -3.321 -2.522  0.000
H 3.035 -1.683 -2.831  0.001
H -2.010 -3.767 0.107  0.003
H -2.919 -3.295 -1.752  0.003
H -0.624 -2.903 2.293  0.002
O -2.585 -4.005 0.829  0.001
H -2.134 -4.907 0.795  0.000
H -0.140 -0.608 1.499  0.002
O 0.304 -2.923 2.710  0.002
H 0.894 -3.401 2.055  0.002
C 3.451 -3.716 0.202  0.002
H 4.451 -3.966 -0.182  0.000
H 3.528 -3.632 1.298  0.000
H 2.773 -4.547 -0.046  -0.001
C 4.327 -1.114 -0.423  -0.003
H 4.240 -0.427 0.434  0.001
H 5.255 -1.692 -0.293  0.000
H 4.430 -0.495 -1.326  0.000
C -2.632 -0.246 -3.067  0.000
H -3.713 -0.355 -3.307  0.000
H -2.288 0.800 -3.044  0.000
H -2.019 -0.871 -3.757  0.000
C -4.070 -0.861 -0.584  -0.004
H -4.083 0.039 0.060  0.002
H -4.826 -0.740 -1.382  0.000
H -4.276 -1.758 0.030  0.000
N 0.133 0.206 1.152  -0.022
P 0.007 1.825 1.290  -0.001
C -1.491 2.083 2.273  0.001
C -2.727 2.272 1.626  -0.002
C -3.886 2.328 2.396  0.000
C -3.812 2.184 3.781  0.000
C -2.582 2.001 4.415  0.000
C -1.405 1.962 3.669  0.001
C 1.549 2.298 2.078  -0.004
C 2.249 3.457 1.695  -0.001
C 3.477 3.729 2.293  0.000
C 4.011 2.848 3.238  0.000
C 3.331 1.674 3.582  0.001
C 2.102 1.387 2.997  0.004
C -0.248 2.898 -0.143  -0.009
C -0.087 2.472 -1.470  -0.004
C -0.299 3.384 -2.504  0.004
C -0.658 4.706 -2.225  0.000
C -0.820 5.133 -0.904  0.000
C -0.622 4.231 0.137  0.000
H -2.773 2.378 0.536  0.001
H -4.840 2.464 1.896  0.000
H -4.723 2.188 4.368  0.000
H -2.522 1.869 5.489  0.000
H -0.430 1.843 4.151  0.000
H 1.841 4.117 0.929  0.000
H 4.021 4.624 1.998  0.000
H 4.978 3.062 3.689  0.000
H 3.756 0.973 4.298  0.000
H 1.588 0.449 3.231  0.002
H 0.193 1.436 -1.682  0.027
H -0.183 3.059 -3.538  0.000
H -0.819 5.414 -3.039  0.000
H -1.103 6.160 -0.675  0.000
H -0.768 4.558 1.170  0.000

This record from OMol25 describes C4H11NO2 as an isolated structure in a non-equilibrium geometry. The level of theory is ωB97M-V/def2-TZVPD.

- Frontier orbital gap: 10.19 eV
- DFT total energy: -364.25125 Eh
- E_HOMO: -9.39 eV

Each line ends with the natural charge from an NBO analysis.
Cartesian coordinates (Å):
O -0.205 1.408 0.150  -0.740
C 0.949 1.163 0.713  0.792
O 1.357 0.035 0.942  -0.687
C 1.738 2.397 1.060  -0.721
H 2.788 2.179 1.241  0.225
H 1.630 3.115 0.249  0.226
H 1.294 2.879 1.925  0.232
C -1.685 -1.305 0.350  -0.422
N -1.045 -0.696 -0.819  -0.585
C 0.025 -1.533 -1.378  -0.423
H -2.488 -0.663 0.680  0.212
H -2.055 -2.302 0.126  0.186
H -0.937 -1.367 1.127  0.229
H -0.529 0.404 -0.308  0.466
H -1.724 -0.504 -1.543  0.379
H 0.747 -1.748 -0.585  0.241
H 0.511 -0.990 -2.180  0.209
H -0.373 -2.471 -1.749  0.181

This record from OMol25 describes a 4-piece molecular cluster, C36H76N4O4 overall in a non-equilibrium geometry. The level of theory is ωB97M-V/def2-TZVPD.

- Frontier orbital gap: 8.05 eV
- SMILES: CC1(C)CCCC(C)(C)N1O.CC1(C)CCCC(C)(C)N1O.CC1(C)CCCC(C)(C)N1O.CC1(C)CCCC(C)(C)N1O
- DFT total energy: -1936.86839 Eh
- E_HOMO: -7.49 eV

Each line ends with the Mulliken charge.
Cartesian coordinates (Å):
C 3.264 1.626 0.666  -1.313
C 2.755 0.359 1.588  0.861
C 3.996 -0.377 2.043  -1.730
C 2.124 0.968 2.903  -1.054
C 0.704 1.489 2.648  -0.746
C -0.174 0.277 2.107  -1.210
C 0.425 -0.321 0.836  1.622
C -0.252 -1.676 0.599  -1.936
C 0.120 0.632 -0.371  -1.721
N 1.846 -0.532 0.867  0.302
O 2.375 -1.221 -0.263  -0.440
H 2.331 2.017 0.260  0.287
H 3.823 2.310 1.305  0.369
H 3.831 1.543 -0.262  0.380
H 4.550 -0.757 1.184  0.350
H 4.599 0.454 2.409  0.438
H 3.858 -1.036 2.900  0.394
H 2.073 0.157 3.628  0.431
H 2.789 1.701 3.360  0.478
H 0.282 1.632 3.642  0.393
H 0.728 2.383 2.024  0.327
H -1.092 0.780 1.804  0.377
H -0.459 -0.480 2.838  0.444
H 0.044 -2.167 -0.328  0.383
H -1.328 -1.503 0.578  0.417
H -0.075 -2.426 1.370  0.443
H 0.772 0.267 -1.164  0.340
H 0.346 1.674 -0.148  0.319
H -0.937 0.608 -0.637  0.456
H 2.838 -0.623 -0.854  0.337
C -3.748 6.061 -2.735  -1.483
C -3.110 7.291 -1.964  1.436
C -2.437 6.779 -0.691  -1.976
C -2.053 7.988 -2.866  -1.130
C -2.579 9.098 -3.742  -0.713
C -3.430 10.004 -2.911  -1.397
C -4.677 9.368 -2.180  1.478
C -5.141 10.429 -1.080  -1.867
C -5.705 9.005 -3.254  -1.513
N -4.213 8.219 -1.398  0.436
O -5.182 7.556 -0.729  -0.507
H -4.202 5.378 -2.017  0.333
H -4.536 6.253 -3.463  0.273
H -3.084 5.360 -3.241  0.414
H -3.126 6.158 -0.118  0.408
H -1.484 6.315 -0.945  0.426
H -2.132 7.627 -0.078  0.409
H -1.239 8.489 -2.343  0.365
H -1.604 7.255 -3.536  0.406
H -1.747 9.630 -4.204  0.377
H -3.082 8.588 -4.564  0.355
H -3.837 10.828 -3.497  0.563
H -2.784 10.623 -2.288  0.383
H -4.396 10.576 -0.298  0.387
H -5.984 10.015 -0.526  0.442
H -5.509 11.419 -1.350  0.364
H -5.764 9.718 -4.077  0.338
H -6.675 9.060 -2.759  0.362
H -5.475 8.069 -3.762  0.261
H -5.086 7.922 0.153  0.371
C -6.098 -5.845 4.997  -1.788
C -7.144 -5.289 3.909  1.370
C -6.709 -3.926 3.252  -1.651
C -7.150 -6.317 2.796  -1.191
C -8.462 -6.964 2.080  -0.849
C -9.449 -5.783 2.165  -1.259
C -9.857 -5.348 3.593  1.412
C -10.524 -3.961 3.423  -1.774
C -10.828 -6.349 4.285  -1.693
N -8.597 -5.313 4.416  0.420
O -8.723 -4.825 5.662  -0.485
H -6.427 -6.594 5.718  0.362
H -5.137 -6.091 4.546  0.436
H -5.765 -5.058 5.673  0.425
H -5.660 -3.955 2.958  0.451
H -7.222 -3.744 2.308  0.351
H -6.842 -3.049 3.886  0.330
H -6.639 -5.902 1.927  0.389
H -6.550 -7.193 3.042  0.352
H -8.368 -7.299 1.047  0.370
H -8.606 -7.883 2.648  0.370
H -10.321 -6.203 1.663  0.573
H -9.120 -5.004 1.478  0.355
H -10.588 -3.330 4.310  0.321
H -11.475 -4.095 2.908  0.413
H -9.917 -3.431 2.689  0.380
H -11.043 -5.977 5.287  0.450
H -10.321 -7.275 4.559  0.400
H -11.787 -6.440 3.777  0.400
H -9.276 -5.455 6.130  0.359
C 10.800 -1.924 -0.774  -1.804
C 10.403 -2.073 -2.216  1.468
C 9.336 -0.995 -2.477  -1.933
C 11.539 -1.536 -3.146  -1.100
C 12.530 -2.554 -3.437  -0.870
C 11.916 -3.917 -3.931  -0.886
C 10.685 -4.470 -3.121  1.290
C 9.854 -5.449 -3.945  -1.849
C 11.190 -5.149 -1.795  -1.529
N 9.890 -3.341 -2.587  0.271
O 8.676 -3.652 -2.034  -0.416
H 11.737 -2.450 -0.591  0.394
H 10.992 -0.912 -0.416  0.417
H 9.998 -2.327 -0.156  0.407
H 9.732 0.019 -2.428  0.400
H 8.862 -1.127 -3.450  0.466
H 8.598 -1.055 -1.677  0.375
H 11.365 -1.076 -4.118  0.443
H 12.109 -0.799 -2.579  0.389
H 13.218 -2.150 -4.181  0.385
H 13.190 -2.763 -2.595  0.336
H 12.721 -4.602 -3.665  0.364
H 11.588 -3.734 -4.954  0.365
H 9.478 -4.948 -4.837  0.432
H 8.974 -5.852 -3.445  0.368
H 10.487 -6.299 -4.198  0.385
H 11.401 -4.506 -0.940  0.287
H 11.996 -5.838 -2.046  0.418
H 10.375 -5.737 -1.374  0.383
H 8.831 -3.731 -1.090  0.345

This record from OMol25 describes a 13-piece molecular cluster, C13H52O13 overall in a non-equilibrium geometry. The level of theory is ωB97M-V/def2-TZVPD.

- Frontier orbital gap: 9.44 eV
- DFT total energy: -1504.37590 Eh
- E_HOMO: -9.15 eV

Each line ends with the Mulliken charge.
Cartesian coordinates (Å):
C -0.305 1.911 3.490  -0.389
O 0.707 2.940 3.434  -0.594
H -1.123 2.150 2.822  0.219
H 0.156 0.952 3.241  0.001
H -0.646 1.836 4.524  0.448
H 1.334 2.783 4.145  0.269
C -4.893 1.214 -0.556  -0.610
O -3.921 0.204 -0.388  -0.230
H -5.281 1.461 0.431  0.270
H -4.452 2.112 -0.997  0.182
H -5.741 0.868 -1.154  0.302
H -3.502 -0.101 -1.204  0.132
C 0.752 -3.183 -1.552  -0.188
O 0.206 -4.453 -1.917  -0.616
H 0.917 -3.148 -0.481  0.045
H 1.727 -3.043 -2.061  0.397
H 0.102 -2.366 -1.888  0.090
H -0.582 -4.572 -1.369  0.347
C 1.526 -2.059 3.030  -0.544
O 0.715 -2.133 1.883  -0.394
H 1.255 -2.762 3.815  0.294
H 2.587 -2.199 2.790  0.231
H 1.473 -1.060 3.486  0.120
H 0.753 -1.294 1.391  0.075
C 2.363 3.485 0.143  -0.909
O 1.666 2.466 0.855  -0.209
H 1.981 4.478 0.380  0.330
H 3.424 3.444 0.410  0.282
H 2.308 3.318 -0.930  0.278
H 1.413 2.828 1.722  0.301
C -2.956 0.366 -3.782  -0.654
O -3.449 -0.734 -2.994  -0.463
H -1.939 0.616 -3.477  0.196
H -3.046 0.131 -4.838  0.411
H -3.545 1.247 -3.505  0.210
H -3.815 -1.384 -3.596  0.280
C 3.629 0.864 -2.388  0.029
O 4.696 0.078 -1.890  -0.601
H 3.990 1.891 -2.409  0.283
H 3.252 0.560 -3.367  0.308
H 2.795 0.833 -1.673  -0.372
H 4.350 -0.798 -1.669  0.361
C 3.298 -2.177 -0.329  -0.902
O 3.410 -2.540 -1.704  -0.669
H 4.205 -2.075 0.272  0.476
H 2.647 -1.306 -0.293  0.243
H 2.733 -2.926 0.232  0.567
H 3.752 -3.435 -1.797  0.306
C -3.212 -3.519 -1.385  -0.208
O -2.408 -4.494 -0.718  -0.550
H -4.220 -3.503 -0.971  0.416
H -2.744 -2.542 -1.288  -0.183
H -3.244 -3.762 -2.452  0.296
H -2.986 -5.172 -0.363  0.271
C -1.223 4.521 -0.687  -0.277
O -0.779 4.841 -2.014  -0.515
H -0.745 3.597 -0.362  -0.091
H -1.019 5.345 -0.003  0.248
H -2.305 4.381 -0.722  0.325
H -1.542 4.789 -2.590  0.297
C -0.599 0.340 -0.490  -0.775
O 0.643 0.036 0.122  0.668
H -1.058 -0.550 -0.919  -0.148
H -1.314 0.741 0.235  0.412
H -0.466 1.102 -1.266  0.293
H 1.033 0.895 0.373  -0.354
C -2.548 -1.048 2.479  -0.221
O -3.709 -0.229 2.536  -0.622
H -2.760 -2.045 2.078  0.299
H -1.749 -0.592 1.896  -0.189
H -2.239 -1.243 3.506  0.329
H -4.041 -0.154 1.631  0.361
C 3.771 0.517 1.946  -0.064
O 4.634 -0.169 2.849  -0.531
H 4.335 0.790 1.046  0.334
H 2.929 -0.096 1.637  -0.362
H 3.414 1.452 2.381  0.298
H 5.224 0.486 3.228  0.304

Energy relative to the best compared isomer or geometry (same formula, charge and spin) in kcal per mole, matching the order above: 0.0 10.6 128.3 43.1